Molecular formula: BrH12O6
Method: DFT, ωB97M-V with the def2-TZVPD basis set

As for the strongest force on any atom: 0.403 eV/A. The calculation puts the relative energy (zero: lowest compared OMol25 entry of this formula, charge and spin) at 12.2 kcal per mole. The calculation puts the total energy at -82525.9396 eV. For the frontier orbital gap, the calculation gives 9.006 eV. As for the charge: -1. The calculation puts the HOMO energy at -5.670 eV.

Geometry (Å):
Br1 -1.0504 -0.1398 -0.8483
O1 0.6460 2.3688 1.0860
H1 0.4970 3.0985 0.4740
H2 0.4490 1.5773 0.5508
O2 2.3874 0.6091 -2.0528
H3 2.3933 0.2219 -2.9337
H4 1.6997 0.1134 -1.5802
O3 -0.5270 3.2876 -1.4519
H5 -0.2292 2.9067 -2.2839
H6 -1.0253 2.5657 -1.0314
O4 -0.2030 -0.1720 2.6305
H7 -0.5570 0.1181 1.7684
H8 -0.9774 -0.4567 3.1233
O5 -2.3188 -3.1848 1.1190
H9 -2.0604 -2.6385 0.3608
H10 -2.8075 -2.5802 1.6845
O6 1.0059 -2.8486 -0.0433
H11 0.7358 -1.9500 -0.3082
H12 1.9417 -2.8964 -0.2637

Partial atomic charges computed with the Mulliken method, in multiples of e: atom 1 (Br): -0.8583, atom 2 (O): -0.6399, atom 3 (H): 0.3525, atom 4 (H): 0.2849, atom 5 (O): -0.6431, atom 6 (H): 0.2935, atom 7 (H): 0.3097, atom 8 (O): -0.6816, atom 9 (H): 0.3263, atom 10 (H): 0.3014, atom 11 (O): -0.5701, atom 12 (H): 0.3035, atom 13 (H): 0.2588, atom 14 (O): -0.6294, atom 15 (H): 0.3228, atom 16 (H): 0.2840, atom 17 (O): -0.5970, atom 18 (H): 0.3090, atom 19 (H): 0.2730

---

Molecular formula: C3H8N2OS
Method: DFT, ωB97M-V with the def2-TZVPD basis set

As for the strongest force on any atom: 1.193 eV/A. The calculation puts the relative energy (zero: lowest compared OMol25 entry of this formula, charge and spin) at 12.1 kcal per mole. The calculation puts the total energy at -19103.9762 eV. For the frontier orbital gap, the calculation gives 9.521 eV. The calculation puts the HOMO energy at -8.839 eV. As for the structure (SMILES): NC(=O)[C@@H](N)CS.

Geometry (Å):
N1 0.3998 -1.5647 0.2014
C1 -0.3252 -0.3287 -0.0185
C2 0.4547 0.8323 0.5819
S1 0.5892 0.7359 2.4284
C3 -0.5206 0.0139 -1.5210
N2 -0.8537 -1.0414 -2.3170
O1 -0.3825 1.1293 -1.9751
H1 -0.0265 -2.4161 -0.1221
H2 1.3968 -1.4816 0.1159
H3 -1.3137 -0.4229 0.4365
H4 -0.0053 1.7967 0.3838
H5 1.4631 0.8679 0.1869
H6 -0.0318 -0.4407 2.5635
H7 -0.9541 -1.9768 -1.9759
H8 -0.9773 -0.8913 -3.3030

Partial atomic charges computed with the Mulliken method, in multiples of e: atom 1 (N): -0.4669, atom 2 (C): 0.0146, atom 3 (C): -0.6745, atom 4 (S): -0.2537, atom 5 (C): 0.3447, atom 6 (N): -0.3229, atom 7 (O): -0.6170, atom 8 (H): 0.1886, atom 9 (H): 0.1761, atom 10 (H): 0.2766, atom 11 (H): 0.3925, atom 12 (H): 0.4212, atom 13 (H): 0.1288, atom 14 (H): 0.1381, atom 15 (H): 0.2538

---

Molecular formula: C33H31Br60NO4S
Method: DFT, ωB97M-V with the def2-TZVPD basis set

As for the strongest force on any atom: 6.044 eV/A. The calculation puts the relative energy (zero: lowest compared OMol25 entry of this formula, charge and spin) at 112.7 kcal per mole. The calculation puts the total energy at -4257775.4268 eV. For the frontier orbital gap, the calculation gives 7.716 eV. The calculation puts the HOMO energy at -8.662 eV.

Geometry (Å):
O1 4.5263 -5.3580 -2.8744
C1 4.0330 -4.4421 -3.4822
C2 2.5414 -3.9824 -3.2236
C3 2.6420 -2.5819 -2.4156
C4 2.1953 -1.3102 -3.2138
C5 1.9715 -0.1414 -2.5082
S1 2.1754 0.1112 -0.7300
C6 1.5088 0.8424 -3.6353
O2 0.7811 1.7703 -3.4978
O3 2.0967 0.3341 -4.8168
C7 1.9389 -1.0827 -4.7356
O4 1.6601 -1.8204 -5.6209
N1 4.7937 -3.6738 -4.4531
C8 5.6606 -2.6919 -3.8434
C9 5.4132 -1.2357 -4.0606
C10 6.2389 -0.1821 -3.4736
C11 7.3849 -0.5151 -2.5884
C12 7.6892 -1.9114 -2.3226
C13 6.8035 -3.0396 -2.9933
H1 2.0885 -4.7305 -2.5275
H2 1.9344 -3.9028 -4.1556
H3 1.9329 -2.6671 -1.5448
H4 3.6605 -2.4460 -1.9345
H5 3.3790 -0.5306 -0.4754
H6 4.1585 -3.2353 -5.1332
H7 4.5584 -0.9257 -4.7229
H8 5.9806 0.8830 -3.7020
H9 7.9873 0.3156 -2.1492
H10 8.5605 -2.1554 -1.6793
H11 7.0242 -4.1134 -2.8249
C14 -1.5713 -2.9038 -2.7149
Br1 -1.9014 -1.0013 -2.5670
Br2 0.3006 -3.2801 -3.0553
Br3 -2.2267 -3.8669 -1.1700
H12 -2.1333 -3.2621 -3.5721
C15 -5.2529 1.1709 -3.1664
Br4 -3.7325 2.2408 -2.6330
Br5 -5.6030 -0.2599 -1.9129
Br6 -6.8224 2.2639 -3.4606
H13 -5.0020 0.7082 -4.1156
C16 1.5103 -0.2381 3.6827
Br7 -0.0416 -1.2308 3.0937
Br8 2.4742 0.5415 2.1944
Br9 1.0490 1.0870 5.0139
H14 2.1823 -0.9460 4.1581
C17 3.8132 2.9380 -5.8760
Br10 3.0019 4.6928 -5.8913
Br11 4.9031 2.6341 -7.4473
Br12 4.8016 2.6173 -4.2420
H15 3.0047 2.2133 -5.9057
C18 -4.0089 -2.4992 3.5284
Br13 -4.7029 -0.6939 3.5476
Br14 -2.9541 -2.8421 1.9433
Br15 -3.0335 -2.9175 5.1453
H16 -4.8644 -3.1666 3.4917
C19 -7.9981 1.0731 1.7730
Br16 -7.6641 -0.7934 1.3891
Br17 -7.5140 2.2123 0.2836
Br18 -9.8205 1.3705 2.3437
H17 -7.3552 1.3468 2.6049
C20 6.6397 -4.7314 0.8174
Br19 5.1317 -5.7802 0.2223
Br20 7.5304 -3.8684 -0.6909
Br21 6.1348 -3.4525 2.1832
H18 7.3456 -5.4184 1.2743
C21 1.2507 8.4058 -4.9009
Br22 0.4413 10.1622 -4.9184
Br23 2.3438 8.1034 -6.4684
Br24 2.2346 8.0827 -3.2668
H19 0.4417 7.6825 -4.9330
C22 -10.0254 3.0314 6.4295
Br25 -10.6670 1.2191 6.6429
Br26 -8.3808 3.0940 5.4140
Br27 -11.3773 4.1877 5.6699
H20 -9.8019 3.4096 7.4219
C23 -4.3702 -5.3950 8.3991
Br28 -5.2939 -5.6094 6.7129
Br29 -5.1133 -3.9500 9.4474
Br30 -4.3052 -7.0495 9.3980
H21 -3.3410 -5.1233 8.1660
C24 0.9372 6.5952 -9.8500
Br31 0.4617 6.5458 -11.7246
Br32 -0.6267 6.6584 -8.7122
Br33 2.1143 5.1372 -9.3691
H22 1.4876 7.5164 -9.6858
C25 -10.7059 2.4004 -3.4500
Br34 -11.6726 2.2342 -5.1178
Br35 -11.3915 3.8450 -2.3613
Br36 -10.6587 0.7302 -2.4777
H23 -9.6805 2.6507 -3.7010
C26 -11.4274 8.2106 6.7685
Br37 -11.7993 10.1052 6.8824
Br38 -9.5554 7.8666 6.4289
Br39 -12.0605 7.2584 8.3290
H24 -11.9801 7.8283 5.9157
C27 -9.1895 6.6851 2.3074
Br40 -8.8527 4.8199 1.9234
Br41 -8.7068 7.8259 0.8217
Br42 -11.0142 6.9819 2.8784
H25 -8.5488 6.9590 3.1401
C28 -0.3610 -5.7929 10.1088
Br43 -1.1765 -4.6257 8.7962
Br44 1.4865 -5.3207 10.4337
Br45 -1.3838 -5.8588 11.7474
H26 -0.3648 -6.7942 9.6898
C29 1.4192 -5.5666 2.1799
Br46 1.7656 -4.2835 0.7739
Br47 1.2765 -4.7034 3.9032
Br48 -0.1283 -6.6576 1.7847
H27 2.2752 -6.2330 2.2278
C30 4.6045 2.8360 -11.7137
Br49 5.8354 1.3751 -11.4054
Br50 5.1181 3.8984 -13.2464
Br51 2.7768 2.2194 -11.8475
H28 4.6579 3.4850 -10.8446
C31 6.4183 5.7733 -1.3744
Br52 5.8736 3.9329 -1.1297
Br53 8.0522 5.9081 -2.4008
Br54 5.0004 6.8479 -2.1368
H29 6.6280 6.1753 -0.3884
C32 9.3727 -6.6509 3.8934
Br55 10.5295 -8.1764 4.1673
Br56 9.9258 -5.5922 2.3726
Br57 7.5182 -7.1702 3.7654
H30 9.4668 -6.0193 4.7709
C33 4.6960 -4.7295 12.4376
Br58 4.3346 -2.8316 12.5428
Br59 6.5623 -5.0858 12.0741
Br60 4.0786 -5.6659 14.0130
H31 4.1295 -5.1155 11.5965

Mulliken atomic charge list, values in e, 99 entries: atom 1 (O): -0.4600, atom 2 (C): -0.4369, atom 3 (C): -0.6551, atom 4 (C): -1.5408, atom 5 (C): 1.2919, atom 6 (C): 0.2965, atom 7 (S): -0.0203, atom 8 (C): -0.0408, atom 9 (O): -0.5820, atom 10 (O): -0.1485, atom 11 (C): 0.0157, atom 12 (O): -0.5253, atom 13 (N): -0.2490, atom 14 (C): -0.0282, atom 15 (C): 0.1228, atom 16 (C): -0.0218, atom 17 (C): -0.8057, atom 18 (C): -0.4835, atom 19 (C): -0.5220, atom 20 (H): 0.5109, atom 21 (H): 0.6279, atom 22 (H): 0.6325, atom 23 (H): 0.4710, atom 24 (H): 0.2258, atom 25 (H): 0.4215, atom 26 (H): 0.2833, atom 27 (H): -0.0029, atom 28 (H): 0.3810, atom 29 (H): 0.4388, atom 30 (H): 0.7192, atom 31 (C): -0.5639, atom 32 (Br): 0.0163, atom 33 (Br): 0.1563, atom 34 (Br): -0.0961, atom 35 (H): 0.4902, atom 36 (C): -0.3976, atom 37 (Br): -0.0138, atom 38 (Br): 0.0164, atom 39 (Br): -0.0690, atom 40 (H): 0.4301, atom 41 (C): -0.3749, atom 42 (Br): 0.0851, atom 43 (Br): 0.0166, atom 44 (Br): -0.0440, atom 45 (H): 0.3529, atom 46 (C): -0.1886, atom 47 (Br): 0.1462, atom 48 (Br): 0.0025, atom 49 (Br): -0.0466, atom 50 (H): 0.1866, atom 51 (C): -0.4790, atom 52 (Br): 0.0364, atom 53 (Br): 0.0806, atom 54 (Br): 0.0415, atom 55 (H): 0.3557, atom 56 (C): -0.2079, atom 57 (Br): -0.0935, atom 58 (Br): 0.1181, atom 59 (Br): -0.0143, atom 60 (H): 0.2273, atom 61 (C): 0.1083, atom 62 (Br): -0.0597, atom 63 (Br): 0.0404, atom 64 (Br): -0.0214, atom 65 (H): -0.1602, atom 66 (C): -0.3407, atom 67 (Br): -0.0420, atom 68 (Br): -0.0400, atom 69 (Br): -0.0102, atom 70 (H): 0.3637, atom 71 (C): -0.3431, atom 72 (Br): -0.0237, atom 73 (Br): -0.0164, atom 74 (Br): 0.0267, atom 75 (H): 0.3609, atom 76 (C): 0.4686, atom 77 (Br): -0.0470, atom 78 (Br): 0.0103, atom 79 (Br): -0.0446, atom 80 (H): -0.4557, atom 81 (C): -0.3703, atom 82 (Br): -0.0571, atom 83 (Br): -0.0156, atom 84 (Br): 0.1076, atom 85 (H): 0.3422, atom 86 (C): 0.1194, atom 87 (Br): -0.0317, atom 88 (Br): 0.0068, atom 89 (Br): 0.0176, atom 90 (H): -0.1685, atom 91 (C): -0.2074, atom 92 (Br): -0.0303, atom 93 (Br): 0.0098, atom 94 (Br): -0.0074, atom 95 (H): 0.2157, atom 96 (C): -0.3271, atom 97 (Br): 0.1356, atom 98 (Br): -0.0492, atom 99 (Br): -0.0386

---

Question: The lowest total energy belongs to which entry?
Answer: C33H31Br60NO4S

---

Question: What is the HOMO in the second record?
Answer: -8.839 eV

---

Question: Among the records above, which one has the highest relative energy (zero: lowest compared OMol25 entry of this formula, charge and spin)?
Answer: C33H31Br60NO4S